A structure of composition C14H28KN4O3, computed with the ωB97M-V functional and the def2-TZVPD basis.

The geometry in XYZ format:
```
50
Properties=species:S:1:pos:R:3:forces:R:3
K 0.113 -0.044 -0.242 0.15 -0.07 -0.27
C -0.157 -4.112 3.233 0.02 -0.01 -0.04
N -0.812 -2.840 3.510 0.04 -0.09 -0.06
C -1.315 -2.654 4.862 -0.01 0.06 0.01
C -0.745 -1.860 2.592 -0.02 -0.11 0.15
O -0.217 -2.015 1.493 -0.08 0.35 -0.01
C -1.385 -0.536 3.007 -0.07 0.02 0.14
O -1.172 0.436 2.016 0.14 -0.06 -0.30
C -1.753 1.675 2.333 -0.09 0.02 0.18
C -1.499 2.676 1.206 -0.05 0.14 0.02
O -0.873 2.362 0.196 0.01 -0.29 0.17
N -2.000 3.907 1.393 0.00 0.09 -0.07
C -2.752 4.355 2.551 -0.01 -0.02 0.03
C -1.808 4.928 0.372 0.02 -0.01 -0.04
H -0.787 -4.926 3.589 -0.01 0.00 0.01
H 0.811 -4.167 3.735 -0.01 0.00 0.01
H -0.006 -4.211 2.164 0.00 -0.01 0.00
H -1.660 -3.614 5.237 0.00 0.00 0.00
H -2.161 -1.972 4.886 -0.01 -0.01 0.01
H -0.537 -2.282 5.535 0.00 -0.01 0.00
H -0.955 -0.208 3.962 -0.01 0.01 -0.01
H -2.460 -0.694 3.165 0.01 0.02 0.00
H -1.329 2.066 3.267 0.00 -0.02 0.00
H -2.835 1.562 2.479 0.01 -0.01 0.00
H -2.879 3.573 3.291 0.00 -0.01 0.00
H -3.742 4.694 2.240 0.00 0.00 0.01
H -2.237 5.193 3.024 0.00 0.00 0.01
H -1.239 4.513 -0.452 0.00 0.00 0.00
H -1.270 5.777 0.795 0.00 0.00 0.01
H -2.776 5.274 0.008 -0.01 0.00 0.01
C 1.470 0.613 -3.574 -0.01 0.02 0.01
C 2.225 0.334 -4.900 0.00 -0.01 0.00
N 2.764 -1.024 -4.889 0.01 0.00 -0.03
C 1.667 -1.977 -4.742 0.01 0.00 0.00
C 0.909 -1.708 -3.415 -0.02 -0.01 0.01
N 1.523 -0.574 -2.703 -0.04 0.02 0.07
C 2.934 -0.898 -2.432 0.00 0.00 0.02
C 3.683 -1.169 -3.764 0.00 0.00 0.00
H 0.420 0.854 -3.755 0.00 0.00 -0.01
H 1.913 1.451 -3.031 0.00 0.00 -0.01
H 3.053 1.031 -5.039 -0.01 0.00 0.00
H 1.563 0.433 -5.761 0.00 0.01 0.00
H 2.083 -2.985 -4.763 -0.01 0.00 0.00
H 1.005 -1.874 -5.603 0.00 -0.01 0.00
H 0.938 -2.578 -2.754 0.00 -0.01 -0.01
H -0.140 -1.466 -3.598 0.00 -0.01 0.00
H 2.961 -1.769 -1.773 0.01 0.00 0.00
H 3.377 -0.057 -1.891 0.01 -0.01 0.00
H 4.097 -2.178 -3.786 0.01 0.00 0.00
H 4.509 -0.470 -3.903 0.00 -0.01 0.00
```
Positions in Å, forces in eV/Å.

Calculated values
F_max = 0.007 hartree/bohr
HOMO level = -10.248 eV
energy = -1594.787331 Ha
energy above the lowest of the compared OMol25 structures with the same formula, charge and spin = 0.000 eV
total charge = +1
LUMO = -2.32 eV